A cluster of 2 separate species, C5H12NO3S in total in a non-equilibrium geometry. Source: OMol25; level of theory: the ωB97M-V functional and the def2-TZVPD basis.

Element x y z (Å)
C -0.45514 1.23616 -0.68057
C -0.80209 2.51190 0.09395
O 0.04651 3.39531 0.21765
O -1.96279 2.52108 0.65673
C -3.43963 2.24764 -0.24455
N -4.24566 1.30812 0.18383
H -0.45410 0.40122 0.02464
H 0.52829 1.33409 -1.14461
H -1.20852 0.98554 -1.43019
H -3.80534 3.27133 -0.10238
H -2.97275 2.18601 -1.24977
H -3.97170 0.40796 -0.21152
C 2.77241 -3.37229 -0.03592
S 1.30402 -2.50455 0.54418
O 0.52653 -2.18146 -0.67534
C 2.13957 -0.99868 1.05446
H 2.43450 -4.31683 -0.45737
H 3.25465 -2.76868 -0.80444
H 3.44786 -3.55746 0.79989
H 2.65902 -0.57316 0.19632
H 2.83086 -1.22666 1.86615
H 1.37349 -0.30661 1.39890

Computed properties:
- Strongest force on any atom: 2.19 eV/Å
- Net charge: -1
- M: 166.2 g/mol
- E_LUMO: 2.5 eV
- Frontier orbital gap: 6.0116 eV
- Multiplicity: 1



A cluster of 3 separate species, C5H12NO4 in total in a non-equilibrium geometry. Source: OMol25; level of theory: the ωB97M-V functional and the def2-TZVPD basis.

Element x y z (Å)
O -1.43194 0.19575 0.39458
C -1.13478 -1.02566 0.54907
O -1.85940 -1.87044 1.12217
C 0.13690 -1.64596 -0.08937
C 1.03990 -0.78510 -0.99381
C 1.73442 0.28635 -0.16418
C 3.05318 0.23558 0.07988
N 0.95367 1.35159 0.21974
H 0.71674 -2.01164 0.76427
H -0.26766 -2.46271 -0.67378
H 0.38852 -0.24241 -1.66128
H 1.86021 -1.35017 -1.43003
H 3.61321 -0.61751 -0.25240
H 3.55285 0.97895 0.68580
H 1.16107 1.76194 1.12631
H -0.05119 1.19828 0.35809
H -3.43708 0.25494 1.31414
H -3.54999 -1.15277 1.57952
O -4.07193 -0.34338 1.74325
H -0.14368 2.77811 -1.26290
H -1.33880 1.81557 -1.58618
O -0.92422 2.65071 -1.82292

Computed properties:
- Strongest force on any atom: 2.13 eV/Å
- Net charge: -1
- M: 150.2 g/mol
- E_LUMO: 3.6 eV
- Frontier orbital gap: 8.6158 eV
- Multiplicity: 1



The molecule C5H12NOPS in a non-equilibrium geometry. Source: OMol25; level of theory: the ωB97M-V functional and the def2-TZVPD basis.

Element x y z (Å)
C 2.12318 -0.28053 -0.13634
C 3.09157 0.81394 0.08307
C -2.32387 0.20934 -0.53852
C -1.44032 -0.30368 1.76056
C -1.52050 0.76765 0.62498
N 4.97895 -1.31106 0.04079
O -0.26392 1.15671 0.09416
P 0.56757 0.41152 -1.11265
S 4.88800 0.17964 -0.10389
H 2.51184 -1.08235 -0.78549
H 1.72787 -0.69582 0.84594
H 3.00391 1.57026 -0.66922
H 3.00255 1.27218 1.09700
H -1.92749 0.55646 -1.44953
H -2.13566 -0.82502 -0.53548
H -3.45432 0.43037 -0.56079
H -1.71626 -1.22142 1.28990
H -2.31383 -0.17605 2.44564
H -0.49834 -0.35091 2.29009
H -1.87276 1.74526 0.96478
H 1.30330 1.65384 -1.56856

Computed properties:
- Strongest force on any atom: 2.82 eV/Å
- Net charge: 0
- M: 165.2 g/mol
- E_LUMO: -0.5 eV
- Frontier orbital gap: 7.8893 eV
- Multiplicity: 1



The ion C5H12NOS with charge -1 in a non-equilibrium geometry. Source: OMol25; level of theory: the ωB97M-V functional and the def2-TZVPD basis.

Element x y z (Å)
C 0.61681 1.18683 -2.07547
N -0.78946 1.22884 -2.27343
C -1.78548 1.21977 -0.93526
O -2.12489 0.04062 -0.54280
C 1.41869 0.19542 -1.17808
C 0.82435 -0.01994 0.24819
C 1.20709 -1.25461 1.05592
S 0.31392 -1.25678 2.72598
H 1.04529 2.16301 -1.82858
H 1.16964 0.97400 -3.04023
H -1.00725 0.31085 -2.67058
H -1.20002 1.90939 -0.25002
H -2.53444 1.84028 -1.45594
H 2.44065 0.51130 -1.01536
H 1.40879 -0.78622 -1.66364
H -0.25878 -0.01361 0.15356
H 1.00363 0.86201 0.93218
H 2.23180 -1.29177 1.45838
H 0.96318 -2.17614 0.53901
H -0.89222 -0.85281 2.36635

Computed properties:
- Strongest force on any atom: 3.03 eV/Å
- Net charge: -1
- M: 134.2 g/mol
- E_LUMO: 3.3 eV
- Frontier orbital gap: 6.4982 eV
- Multiplicity: 1
- Structure (SMILES): [O-]CNCCCCS



The ion C5H12NOS with charge -2 in a non-equilibrium geometry. Source: OMol25; level of theory: the ωB97M-V functional and the def2-TZVPD basis.

Element x y z (Å)
C 1.66230 0.09349 -0.23450
N 0.37234 0.74403 -0.01813
C -0.67567 -0.07172 0.62550
C -1.90856 0.80772 0.88340
S -2.86984 0.23988 2.34682
C -1.09435 -1.26952 -0.20109
O -1.85060 -2.20721 0.57272
C 2.55797 0.84234 -1.22129
H 1.59542 -0.97941 -0.47053
H 2.20317 0.07544 0.72140
H 0.02288 1.06680 -0.91586
H -0.32359 -0.40373 1.60251
H -1.54561 1.80789 1.12809
H -2.46203 0.91972 -0.05682
H -2.30355 -1.69150 1.27131
H -0.26129 -1.85203 -0.59447
H -1.65636 -0.95271 -1.09230
H 2.80255 1.81741 -0.81124
H 3.51167 0.27740 -1.27471
H 2.22317 0.73571 -2.26079

Computed properties:
- Strongest force on any atom: 1.63 eV/Å
- Net charge: -2
- M: 134.2 g/mol
- E_LUMO (spin up / spin down): 5.7 / 5.7 eV
- Frontier orbital gap (spin up / spin down): 2.0443 / 6.2417 eV
- Multiplicity: 2



The ion C5H12NOSi with charge +1 in a non-equilibrium geometry. Source: OMol25; level of theory: the ωB97M-V functional and the def2-TZVPD basis.

Element x y z (Å)
C -1.80493 -1.27658 -0.01766
C -1.32343 -1.38839 -1.22111
C -1.01669 -0.21873 -2.11015
C -2.30957 -1.20405 1.16959
C 1.38803 -0.15593 1.28129
N 0.86618 1.06541 0.64450
O 0.35746 0.14829 -1.94405
Si 1.29041 1.20922 -1.24797
H -1.07412 -2.36774 -1.60725
H 1.20956 1.87828 1.15691
H -1.13667 -0.49007 -3.16060
H -1.65729 0.63448 -1.87971
H -3.37698 -1.24965 1.32234
H -0.15191 1.06930 0.74112
H -1.70780 -1.13620 2.06343
H 1.01308 -1.02628 0.74801
H 1.08523 -0.22168 2.32571
H 2.47464 -0.14742 1.23362
H 0.99505 2.62325 -1.40878
H 2.62123 0.66047 -1.33854

Computed properties:
- Strongest force on any atom: 1.02 eV/Å
- Net charge: +1
- M: 130.2 g/mol
- E_LUMO: -3.2 eV
- Frontier orbital gap: 10.4618 eV
- Multiplicity: 1
- Structure (SMILES): C=C=CCO[SiH2][NH2+]C



The ion C5H12NS with charge -1 in a non-equilibrium geometry. Source: OMol25; level of theory: the ωB97M-V functional and the def2-TZVPD basis.

Element x y z (Å)
C 1.32728 -0.53123 0.29887
N 0.42744 0.59505 0.01627
C -0.82244 0.09303 -0.53245
C -1.90190 1.11096 -0.78724
S -3.33015 0.42161 -1.77223
C -1.45973 -1.04124 0.45243
C 2.81081 0.17372 0.38068
H 0.89722 -1.09037 1.17298
H 1.33873 -1.32583 -0.47818
H 0.33129 1.18078 0.78526
H -0.59901 -0.39631 -1.42034
H -2.32935 1.54597 0.09982
H -1.32600 1.90730 -1.39074
H -1.70635 -0.70024 1.48088
H -0.71591 -1.78450 0.54249
H -2.30780 -1.60167 0.06652
H 2.67693 1.06470 0.87988
H 3.68613 -0.27157 0.80243
H 3.00278 0.64984 -0.59733

Computed properties:
- Strongest force on any atom: 4.62 eV/Å
- Net charge: -1
- M: 118.2 g/mol
- E_LUMO: 3.5 eV
- Frontier orbital gap: 5.7187 eV
- Multiplicity: 1
- Structure (SMILES): CCN[C@@H](C)C[S-]



The molecule C5H12NS in a non-equilibrium geometry. Source: OMol25; level of theory: the ωB97M-V functional and the def2-TZVPD basis.

Element x y z (Å)
C -0.62188 1.35171 1.29392
C -1.40832 2.08341 0.19677
S -2.24425 3.67871 0.43900
C 0.03848 0.00482 1.11975
N 0.18752 -0.19536 -0.28315
C 0.57406 -1.53106 -0.43590
C 1.36540 -1.85211 -1.72874
H 0.13689 2.06571 1.56408
H -1.23474 1.06355 2.13949
H -0.60946 2.27950 -0.61812
H -2.14519 1.26246 -0.20944
H 1.05994 -0.31828 1.70901
H -0.56774 -0.77093 1.67190
H -0.18688 0.63179 -0.58179
H -0.31037 -2.17752 -0.40667
H 1.32423 -1.86978 0.34042
H 2.09768 -1.11341 -2.01713
H 0.66684 -1.77781 -2.70977
H 1.87780 -2.81540 -1.48364

Computed properties:
- Strongest force on any atom: 4.88 eV/Å
- Net charge: 0
- M: 118.2 g/mol
- E_LUMO (spin up / spin down): 0.9 / -2.2 eV
- Frontier orbital gap (spin up / spin down): 9.2718 / 6.1637 eV
- Multiplicity: 2



A cluster of 2 separate species, C5H12NS in total in a non-equilibrium geometry. Source: OMol25; level of theory: the ωB97M-V functional and the def2-TZVPD basis.

Element x y z (Å)
C -1.07370 -0.39074 0.20784
C -0.03726 0.64283 0.03965
C 1.03599 0.84167 1.10409
C -0.34699 1.82919 -0.79118
C 0.92327 -1.77402 -0.21515
N 0.06720 -0.62374 -0.65433
S -2.74972 -0.36276 -0.07506
H -0.68935 -1.65519 2.17013
H 1.05568 0.17214 2.02732
H 0.79186 1.85062 1.53461
H 1.92819 0.91995 0.50024
H -1.34750 2.28536 -0.44457
H -0.35014 1.71756 -1.92729
H 0.34646 2.62633 -0.67832
H 0.92605 -1.67810 0.83721
H 0.65147 -2.72159 -0.65558
H 1.94539 -1.49408 -0.49225
H -0.26136 -0.69958 -1.59325
H -2.81551 -1.48584 -0.89411

Computed properties:
- Strongest force on any atom: 3.54 eV/Å
- Net charge: +1
- M: 118.2 g/mol
- E_LUMO (spin up / spin down): -4.9 / -4.4 eV
- Frontier orbital gap (spin up / spin down): 9.0000 / 8.4828 eV
- Multiplicity: 1



A structure of composition C5H12NS2 in a non-equilibrium geometry. Source: OMol25; level of theory: the ωB97M-V functional and the def2-TZVPD basis.

Element x y z (Å)
C -0.64536 1.57043 0.54294
C -1.08941 2.81461 -0.37450
S 0.03706 2.87452 -1.87099
C -0.55929 0.19899 -0.11886
N -0.94330 -0.93640 0.72257
C 0.28909 -1.40741 1.33212
C 1.04810 -2.58242 0.51083
S 2.71732 -2.83473 1.04736
H -1.26461 1.47005 1.38787
H 0.37646 1.71546 0.92207
H -0.93130 3.73757 0.23213
H -2.15455 2.62138 -0.68271
H 0.47463 0.11857 -0.52213
H -1.18334 0.27700 -1.05911
H 0.94802 -0.69025 -2.72747
H 1.05221 -0.59967 1.33324
H 0.12612 -1.64571 2.39727
H 1.02640 -2.33892 -0.57404
H 0.49893 -3.53298 0.42137
H 0.17683 -0.83010 -2.91996

Computed properties:
- Strongest force on any atom: 3.32 eV/Å
- Net charge: -1
- M: 150.3 g/mol
- E_LUMO: 0.0 eV
- Frontier orbital gap: 3.5962 eV
- Multiplicity: 1



A cluster of 2 separate species, C5H12NS2 in total in a non-equilibrium geometry. Source: OMol25; level of theory: the ωB97M-V functional and the def2-TZVPD basis.

Element x y z (Å)
C -0.00509 0.20951 0.36376
C 1.30475 -0.48579 0.24976
C -1.77418 -1.38234 0.29399
C 1.53083 -1.95666 0.00204
C -1.37736 2.27944 0.04031
N -0.15769 1.47758 -0.34666
S 0.84245 0.23441 1.90737
S 2.61636 0.44091 -0.62296
H -1.31613 -2.19322 0.86668
H -1.96603 -1.68851 -0.82457
H -2.49262 -0.68061 0.77675
H 1.19926 -2.19343 -1.00137
H 0.97409 -2.51099 0.82774
H 2.66523 -2.12741 0.21157
H -1.63816 2.05149 1.12766
H -1.06355 3.34385 -0.05709
H -2.32387 2.11158 -0.56419
H 0.79964 2.03974 -0.04112
H -0.08217 1.19193 -1.41350
H 2.26425 -0.16150 -1.79618

Computed properties:
- Strongest force on any atom: 3.94 eV/Å
- Net charge: +1
- M: 150.3 g/mol
- E_LUMO (spin up / spin down): -4.2 / -4.2 eV
- Frontier orbital gap (spin up / spin down): 8.7478 / 8.7462 eV
- Multiplicity: 1



The ion C5H12NSe with charge +1 in a non-equilibrium geometry. Source: OMol25; level of theory: the ωB97M-V functional and the def2-TZVPD basis.

Element x y z (Å)
C 2.03630 0.11135 0.60598
C 1.26090 -1.13064 0.61573
C 1.12517 1.32068 0.67681
C -0.64933 0.22219 -0.78223
C -2.74272 -1.36147 -0.14493
N 0.40353 1.27982 -0.61750
Se -2.14970 0.34338 0.49247
H 2.71969 0.01530 1.36851
H 2.65796 0.36556 -0.34739
H 1.58092 -1.97165 0.19327
H 0.30591 -1.26690 1.11211
H 0.46144 1.20299 1.43833
H 1.73611 2.33278 0.62029
H -0.96790 0.18711 -1.79844
H -3.09917 -1.35864 -1.12670
H -1.96941 -1.98073 -0.13710
H -3.68697 -1.60595 0.29153
H -0.05627 2.14733 -1.03259
H 1.03355 1.14748 -1.42817

Computed properties:
- Strongest force on any atom: 4.87 eV/Å
- Net charge: +1
- M: 165.1 g/mol
- E_LUMO (spin up / spin down): -3.4 / -5.6 eV
- Frontier orbital gap (spin up / spin down): 8.0182 / 7.6726 eV
- Multiplicity: 3



Number 4 is which compound?
C5H12NOS